Entry 1:
Here is a structure of composition C30H36HgN3O3S2Si2 from the OMol25 dataset. Energies are from ωB97M-V with the def2-TZVPD basis set.

Element x y z (Å)
Hg: -0.145 0.383 1.701
C: -3.816 5.289 -0.809
Si: -3.124 4.545 -2.401
C: -4.624 3.904 -3.391
C: -2.387 5.998 -3.395
C: -1.867 3.146 -2.418
C: -1.590 2.548 -3.639
C: -0.705 1.482 -3.739
C: -0.098 1.061 -2.568
N: -0.314 1.605 -1.382
C: -1.190 2.631 -1.263
S: -1.413 3.308 0.290
H: -4.586 6.040 -1.025
H: -3.020 5.754 -0.231
H: -4.249 4.511 -0.181
H: -5.371 4.681 -3.571
H: -5.106 3.084 -2.854
H: -4.306 3.514 -4.361
H: -3.088 6.834 -3.469
H: -2.129 5.684 -4.409
H: -1.476 6.362 -2.917
H: -2.066 2.920 -4.543
H: -0.501 0.999 -4.686
H: 0.627 0.255 -2.577
C: -1.959 2.863 5.444
N: -1.475 1.496 5.428
C: -0.051 1.303 5.658
C: -2.202 0.597 4.781
N: -2.949 -0.163 4.325
H: -1.834 3.278 6.449
H: -3.016 2.875 5.185
H: -1.415 3.491 4.731
H: 0.195 1.672 6.657
H: 0.559 1.826 4.920
H: 0.199 0.249 5.593
C: 1.798 -6.006 2.299
C: 1.957 -4.769 2.908
C: 1.609 -3.604 2.238
C: 1.113 -3.646 0.932
C: 0.945 -4.904 0.342
C: 1.280 -6.072 1.013
Si: 0.673 -2.032 -0.005
C: -0.316 -2.677 -1.512
C: 0.067 -2.458 -2.839
C: -0.746 -2.812 -3.906
C: -1.975 -3.414 -3.679
C: -2.377 -3.651 -2.371
C: -1.566 -3.278 -1.312
C: 2.364 -1.547 -0.786
C: 3.183 -2.512 -1.377
C: 4.390 -2.169 -1.970
C: 4.801 -0.842 -1.984
C: 4.008 0.128 -1.391
C: 2.799 -0.222 -0.801
H: 2.064 -6.917 2.824
H: 2.346 -4.715 3.918
H: 1.700 -2.652 2.752
H: 0.542 -4.968 -0.662
H: 1.141 -7.034 0.529
H: 1.033 -2.013 -3.046
H: -0.420 -2.614 -4.921
H: -2.610 -3.699 -4.510
H: -3.339 -4.113 -2.180
H: -1.905 -3.459 -0.297
H: 2.867 -3.550 -1.375
H: 5.012 -2.935 -2.423
H: 5.739 -0.570 -2.456
H: 4.333 1.162 -1.387
H: 2.180 0.550 -0.353
C: 3.881 -0.617 2.771
S: 2.594 0.102 3.815
O: 3.238 0.349 5.103
O: 2.183 1.334 3.143
O: 1.557 -0.926 3.884
H: 4.645 0.137 2.603
H: 3.426 -0.919 1.829
H: 4.280 -1.474 3.308

- HOMO energy (alpha / beta): -0.0290 / -0.0616 Eh
- Spin multiplicity: 2
- Charge: -2
- Largest force on an atom: 0.93 eV/A
- Total energy: -83909.753 eV


Entry 2:
Here is a cluster of 2 separate species, C30H36N3O3 in total at a distorted geometry from the OMol25 dataset. Energies are from ωB97M-V with the def2-TZVPD basis set.

Element x y z (Å)
C: 1.860 -3.690 3.777
C: 1.365 -3.664 2.296
C: 0.797 -2.307 2.132
C: 0.730 -1.630 3.333
N: 0.144 -0.463 3.588
C: 0.237 0.199 4.880
C: -0.435 1.560 4.686
C: -1.029 1.577 3.272
C: -0.637 0.256 2.593
C: 1.396 -2.391 4.458
H: 1.439 -4.553 4.301
H: 2.952 -3.749 3.814
H: 2.182 -3.876 1.596
H: 0.595 -4.441 2.164
H: 0.382 -1.941 1.195
H: -0.264 -0.383 5.673
H: 1.287 0.313 5.197
H: -1.202 1.704 5.448
H: 0.314 2.345 4.802
H: -2.117 1.652 3.298
H: -0.634 2.409 2.686
H: -0.074 0.436 1.663
H: -1.531 -0.322 2.301
H: 0.716 -2.590 5.302
H: 2.246 -1.839 4.883
C: 0.634 4.001 -3.343
O: -0.277 2.985 -2.881
C: -1.376 3.335 -2.181
C: -1.630 4.607 -1.636
C: -2.756 4.782 -0.831
C: -3.650 3.742 -0.583
C: -3.432 2.495 -1.202
O: -4.210 1.396 -1.071
C: -5.402 1.445 -0.262
C: -2.314 2.318 -2.011
N: -2.152 1.069 -2.679
C: -1.047 0.277 -2.651
C: -0.028 0.411 -1.617
C: 1.232 -0.290 -1.840
C: 2.002 -0.742 -0.812
C: 3.178 -1.572 -1.001
C: 3.904 -2.073 0.109
C: 4.937 -2.994 -0.060
C: 5.299 -3.415 -1.347
C: 4.656 -2.864 -2.460
C: 3.626 -1.935 -2.296
O: -0.263 1.091 -0.597
N: -1.327 -0.793 -3.433
C: -0.496 -1.954 -3.685
C: -2.574 -0.624 -4.023
C: -3.084 0.529 -3.555
H: 1.275 3.475 -4.053
H: 0.100 4.820 -3.847
H: 1.240 4.403 -2.515
H: -0.937 5.425 -1.845
H: -2.935 5.758 -0.378
H: -4.512 3.872 0.073
H: -5.821 0.444 -0.367
H: -5.161 1.648 0.791
H: -6.111 2.196 -0.639
H: 1.526 -0.368 -2.888
H: 1.759 -0.446 0.213
H: 3.616 -1.742 1.109
H: 5.456 -3.393 0.812
H: 6.097 -4.149 -1.482
H: 4.952 -3.157 -3.467
H: 3.147 -1.498 -3.171
H: -1.137 -2.745 -4.095
H: 0.293 -1.729 -4.419
H: -0.030 -2.319 -2.763
H: -2.967 -1.357 -4.708
H: -4.017 1.022 -3.750

- HOMO energy: -0.3249 Eh
- Charge: +1
- Largest force on an atom: 3.60 eV/A
- Total energy: -42299.239 eV


Entry 3:
Here is the ion C30H36N3O3 with charge +1 at a distorted geometry from the OMol25 dataset. Energies are from ωB97M-V with the def2-TZVPD basis set.

Element x y z (Å)
C: -3.588 -3.503 -4.215
O: -3.549 -4.020 -2.875
C: -4.650 -3.953 -2.096
C: -5.747 -3.080 -2.265
C: -6.732 -3.042 -1.275
C: -6.703 -3.875 -0.150
C: -5.618 -4.779 -0.016
O: -5.355 -5.556 1.065
C: -6.199 -5.424 2.239
C: -4.635 -4.814 -1.001
N: -3.497 -5.661 -0.755
C: -3.648 -7.055 -0.779
C: -2.402 -7.566 -0.737
N: -1.500 -6.510 -0.665
C: -0.079 -6.704 -0.655
C: -2.183 -5.327 -0.658
C: -1.794 -3.913 -0.464
O: -2.712 -3.108 -0.143
C: -0.444 -3.573 -0.643
C: 0.332 -2.464 -0.124
C: 1.832 -2.464 -0.562
C: 2.618 -1.291 -0.383
C: 3.980 -1.312 -0.693
C: 4.514 -2.439 -1.358
C: 3.695 -3.491 -1.691
C: 2.345 -3.541 -1.313
C: 0.334 -2.471 1.478
C: 1.734 -2.702 2.194
C: 2.189 -1.435 2.934
C: 0.948 -0.473 3.019
C: -0.077 -1.136 2.173
N: -1.340 -0.820 2.392
C: -1.677 0.496 2.991
C: -3.172 0.712 2.767
C: -3.728 -0.574 2.109
C: -2.539 -1.516 1.899
H: -2.694 -3.872 -4.687
H: -4.472 -3.858 -4.750
H: -3.578 -2.415 -4.201
H: -5.798 -2.435 -3.131
H: -7.565 -2.345 -1.373
H: -7.460 -3.820 0.631
H: -5.764 -6.112 2.957
H: -6.167 -4.390 2.618
H: -7.234 -5.708 1.997
H: -4.603 -7.533 -0.807
H: -2.060 -8.597 -0.715
H: 0.112 -7.729 -0.313
H: 0.379 -6.622 -1.658
H: 0.442 -6.010 0.025
H: -0.037 -4.342 -1.331
H: -0.141 -1.433 -0.162
H: 2.173 -0.423 0.123
H: 4.554 -0.446 -0.465
H: 5.574 -2.388 -1.654
H: 4.057 -4.298 -2.325
H: 1.782 -4.473 -1.501
H: -0.374 -3.343 1.829
H: 2.509 -3.109 1.544
H: 1.506 -3.486 2.924
H: 2.499 -1.685 3.955
H: 3.094 -0.908 2.575
H: 0.684 -0.258 4.076
H: 1.139 0.551 2.702
H: -1.433 0.458 4.076
H: -1.078 1.320 2.542
H: -3.698 0.932 3.694
H: -3.317 1.557 2.095
H: -4.487 -1.082 2.712
H: -4.187 -0.381 1.133
H: -2.431 -1.761 0.837
H: -2.628 -2.462 2.440

- HOMO energy: -0.3447 Eh
- SMILES string: COc1cccc(OC)c1-n1cc[n+](C)c1/C([O-])=C/[C@H](c1ccccc1)[C@H]1CCCC1=[N+]1CCCC1
- Charge: +1
- Largest force on an atom: 3.88 eV/A
- Total energy: -42297.738 eV


Calculated energy relative to the best compared isomer or geometry (same formula, charge and spin), 8.55, 0.00, 34.62 kcal per mole (same order as the records).